# C5H6O

A single C5H6O molecule (ωB97M-V with the def2-TZVPD basis set, the OMol25 dataset).

The geometry in XYZ format:
```
12
Properties=species:S:1:pos:R:3:mulliken_charge:R:1
C 1.7993 -0.4368 0.0732 -1.04
C 0.6246 0.5023 0.1123 -0.20
C -0.5570 0.0928 0.7866 0.22
C -1.6736 0.9067 0.1169 -0.21
C -0.8114 -0.0221 -0.6518 -0.29
O -1.0378 -1.1626 0.5517 -0.41
H 2.3649 -0.2244 0.9900 0.31
H 2.4693 -0.1823 -0.7547 0.32
H 1.5947 -1.5178 0.0595 0.32
H -1.4620 1.9624 -0.0171 0.28
H -2.6949 0.6034 0.3216 0.25
H -0.6162 -0.5216 -1.5882 0.44
```

Computed properties:
HOMO energy: -8.079 eV
Total charge: 0
DFT total energy: -269.10594 a.u.
F_max: 0.012 hartree/bohr
HOMO-LUMO gap: 8.6 eV
Molecular weight: 82.10 g/mol
Relative energy (zero: lowest compared OMol25 entry of this formula, charge and spin): 6.539 eV